(1)
A cluster of 2 separate species, C19H27N4O5S in total, computed with ωB97M-V with the def2-TZVPD basis set.

Values from the calculation:
E_tot, a.u.: -1733.7596
Kohn-Sham gap, eV: 7.97
Net charge: -1
Lowest unoccupied orbital energy, eV: 2.40

```
56
C19H27N4O5S ωB97M-V with the def2-TZVPD basis set
O 6.47 2.74 -5.44
O 2.40 -0.31 -1.62
O 2.25 2.10 -5.25
O 2.32 1.53 -0.39
N 0.01 -1.73 2.44
O -6.45 -1.11 2.14
S 0.15 0.98 2.89
C 5.38 2.65 -4.89
C 2.77 0.86 -1.35
C 2.42 1.23 -4.40
C 0.50 -0.56 2.12
C -4.77 -1.74 3.68
C -4.08 -1.08 1.47
C -3.44 -1.94 4.04
C -2.74 -1.29 1.83
C -5.11 -1.30 2.40
C -2.39 -1.71 3.13
N 1.40 -0.61 1.12
N 1.42 0.40 -4.07
N 5.00 1.46 -4.42
C -6.81 -0.43 0.93
C 4.53 3.90 -4.76
C 0.08 0.43 -4.63
C -0.72 -3.35 3.99
C -0.81 0.50 4.38
C -0.56 -0.97 4.73
C -0.93 -1.90 3.55
C 3.83 1.51 -2.23
C 3.79 1.02 -3.69
H -5.56 -1.92 4.40
H -4.28 -0.75 0.46
H -3.22 -2.27 5.05
H -1.98 -1.10 1.08
H 1.65 0.29 0.67
H 1.31 -1.40 0.49
H 1.59 -0.21 -3.26
H 5.69 0.75 -4.60
H -7.89 -0.26 0.91
H -6.54 -1.03 0.06
H -6.31 0.54 0.86
H 3.86 3.84 -3.91
H 3.94 4.01 -5.66
H 5.19 4.76 -4.63
H -0.44 -0.50 -4.40
H 0.14 0.56 -5.72
H -0.47 1.27 -4.21
H -1.00 -4.04 3.19
H -1.31 -3.60 4.88
H 0.34 -3.52 4.24
H -0.52 1.13 5.22
H -1.88 0.67 4.20
H 0.49 -1.10 4.98
H -1.15 -1.23 5.61
H 3.71 2.59 -2.19
H 4.81 1.27 -1.81
H 3.89 -0.07 -3.62
```

(2)
A structure of composition C19H27N4ORhS3, computed with ωB97M-V with the def2-TZVPD basis set.

Values from the calculation:
Energy relative to the best compared isomer or geometry (same formula, charge and spin), eV: 1.071
E_tot, a.u.: -2339.0428
Kohn-Sham gap, eV: 6.24
Net charge: +2
Lowest unoccupied orbital energy, eV: -7.26

```
55
C19H27N4ORhS3 ωB97M-V with the def2-TZVPD basis set
Rh -0.03 -0.41 0.92
N -0.07 -2.00 2.38
C -0.42 -1.47 3.71
C 0.49 -0.29 3.93
N 0.39 0.65 2.77
C -0.77 1.57 3.00
C -1.46 1.83 1.69
N -1.86 0.50 1.15
C 1.68 1.35 2.53
C 2.68 0.33 2.02
N 2.07 -0.36 0.86
H -0.67 -2.78 2.11
H 0.88 -2.38 2.41
H -0.30 -2.20 4.51
H -1.47 -1.18 3.70
H 1.52 -0.63 4.03
H 0.24 0.24 4.85
H -0.46 2.49 3.50
H -1.46 1.06 3.67
H -0.78 2.27 0.96
H -2.30 2.51 1.81
H -2.30 0.63 0.24
H -2.53 0.03 1.75
H 2.04 1.86 3.43
H 1.50 2.11 1.77
H 2.96 -0.40 2.77
H 3.60 0.84 1.73
H 2.58 -1.20 0.59
H 2.09 0.24 0.03
O 0.32 0.68 -0.72
C 0.06 0.07 -2.01
C -0.19 1.20 -2.98
C -0.88 2.35 -2.73
C -0.97 3.19 -3.87
C -0.33 2.66 -4.95
S 0.37 1.15 -4.59
C -1.19 -0.74 -1.81
C -2.45 -0.56 -2.22
C -3.41 -1.35 -1.47
C -2.86 -2.07 -0.48
S -1.12 -1.97 -0.56
C 1.20 -0.82 -2.47
C 1.14 -2.08 -3.00
C 2.43 -2.61 -3.32
C 3.43 -1.74 -3.02
S 2.82 -0.27 -2.38
H -1.31 2.59 -1.77
H -1.47 4.15 -3.89
H -0.24 3.07 -5.94
H -2.72 0.14 -3.00
H -4.47 -1.38 -1.70
H -3.34 -2.78 0.18
H 0.22 -2.61 -3.20
H 2.59 -3.58 -3.77
H 4.49 -1.87 -3.17
```

(3)
The molecule C19H27NO3S, computed with ωB97M-V with the def2-TZVPD basis set.

Values from the calculation:
Energy relative to the best compared isomer or geometry (same formula, charge and spin), eV: 0.162
E_tot, a.u.: -1418.9150
Kohn-Sham gap, eV: 8.67
Net charge: 0
SMILES string: Cc1ccc(SCCC(=O)OCC(=O)NCC2CCCCC2)cc1
Lowest unoccupied orbital energy, eV: 0.61

```
51
C19H27NO3S ωB97M-V with the def2-TZVPD basis set
C 0.04 2.15 -2.44
C -0.50 0.75 -2.54
C 0.31 -0.35 -2.31
C -0.20 -1.63 -2.40
C -1.53 -1.83 -2.71
C -2.35 -0.73 -2.96
C -1.83 0.54 -2.87
H -2.48 1.39 -3.07
H -3.38 -0.89 -3.22
S -2.22 -3.46 -2.88
C -1.74 -4.29 -1.32
C -2.84 -4.22 -0.26
C -2.66 -3.01 0.63
O -2.58 -3.04 1.83
O -2.61 -1.88 -0.09
C -2.16 -0.74 0.62
H -2.18 0.08 -0.09
H -2.82 -0.54 1.47
C -0.72 -1.00 1.11
O -0.05 -1.89 0.66
N -0.31 -0.13 2.05
H -0.94 0.57 2.39
C 1.00 -0.20 2.65
C 1.92 0.96 2.22
C 1.36 2.32 2.65
C 2.33 3.43 2.25
C 2.57 3.42 0.74
C 3.11 2.06 0.31
C 2.15 0.94 0.71
H 2.55 -0.03 0.42
H 1.20 1.08 0.20
H 3.26 2.05 -0.77
H 4.08 1.89 0.78
H 3.27 4.20 0.47
H 1.63 3.61 0.22
H 1.92 4.40 2.55
H 3.28 3.30 2.77
H 1.20 2.34 3.73
H 0.40 2.49 2.16
H 2.88 0.81 2.73
H 1.44 -1.15 2.34
H 0.89 -0.20 3.74
H -3.82 -4.17 -0.74
H -2.81 -5.10 0.38
H -1.56 -5.32 -1.60
H -0.82 -3.83 -0.96
H 0.45 -2.48 -2.23
H 1.35 -0.21 -2.06
H -0.45 2.69 -1.63
H -0.15 2.70 -3.36
H 1.11 2.14 -2.26
```

(4)
A cluster of 2 separate species, C19H27NO9 in total, computed with ωB97M-V with the def2-TZVPD basis set.

Values from the calculation:
E_tot, a.u.: -1471.9968
Kohn-Sham gap, eV: 1.77
Net charge: -2
Lowest unoccupied orbital energy, eV: 2.94

```
56
C19H27NO9 ωB97M-V with the def2-TZVPD basis set
C -2.22 -4.53 0.25
C -1.30 -4.85 1.44
O -1.33 -3.83 2.43
C -0.10 -3.11 2.53
C 0.27 -2.33 1.30
C -0.43 -1.27 0.86
C -1.65 -0.67 1.47
C -1.47 0.82 1.80
C -2.44 1.29 2.87
O -0.12 1.05 2.26
C 0.02 -0.61 -0.39
O -0.81 -0.17 -1.18
C 1.49 -0.58 -0.62
C 2.14 0.61 -1.26
C 1.39 1.24 -2.45
C 0.52 2.41 -1.99
C -0.69 2.66 -2.87
O -1.53 3.67 -2.31
C -2.09 3.46 -1.12
O -3.23 3.13 -0.95
C 2.18 -1.66 -0.16
C 3.68 -1.82 -0.25
N 4.41 -0.70 0.37
C 1.45 -2.75 0.52
O 1.82 -3.93 0.46
H -2.63 -3.52 0.34
H -3.06 -5.23 0.21
H -1.68 -4.63 -0.69
H -0.28 -5.02 1.09
H -1.63 -5.78 1.92
H -0.25 -2.42 3.37
H 0.71 -3.81 2.78
H -1.99 -1.23 2.34
H -2.44 -0.70 0.71
H -1.62 1.41 0.89
H -2.22 2.32 3.14
H -2.31 0.68 3.77
H -3.47 1.25 2.52
H 0.18 1.89 1.91
H 3.14 0.30 -1.58
H 2.28 1.39 -0.50
H 0.76 0.48 -2.91
H 2.11 1.55 -3.22
H 1.09 3.35 -1.93
H 0.19 2.18 -0.97
H -0.35 3.08 -3.82
H -1.27 1.75 -3.08
H -1.42 3.69 -0.28
H 3.92 -2.75 0.27
H 4.00 -1.95 -1.29
H 3.76 -0.14 0.91
H 5.09 -1.06 1.03
C -0.14 6.36 -2.49
O -0.72 7.08 -3.36
O -0.47 6.40 -1.24
O 0.80 5.52 -2.83
```

(5)
A structure of composition C19H28AsI2N4OS4SeZr, computed with ωB97M-V with the def2-TZVPD basis set.

Values from the calculation:
E_tot, a.u.: -7907.4367
Kohn-Sham gap, eV: 6.99
Net charge: +1
Lowest unoccupied orbital energy, eV: -2.60

```
61
C19H28AsI2N4OS4SeZr ωB97M-V with the def2-TZVPD basis set
Zr 0.11 -0.20 -0.43
C 1.28 0.22 3.26
C 2.23 0.58 2.17
N 2.03 0.47 0.87
C 3.11 0.94 0.16
C 4.13 1.41 0.91
S 3.74 1.25 2.56
C 3.09 0.88 -1.30
C 4.14 1.16 -2.10
S 3.70 0.95 -3.73
C 2.12 0.50 -3.27
N 1.93 0.49 -1.96
C 1.16 0.18 -4.37
H 0.76 -0.69 2.99
H 0.54 1.02 3.37
H 1.81 0.09 4.20
H 5.06 1.84 0.59
H 5.13 1.47 -1.81
H 1.66 -0.42 -5.13
H 0.82 1.11 -4.83
H 0.29 -0.36 -4.01
C -2.54 3.64 1.27
C -2.13 2.29 0.74
S -0.41 1.90 0.83
C -2.99 1.40 0.25
C -4.47 1.68 0.14
S -2.46 -0.14 -0.40
H -1.68 4.23 1.57
H -3.21 3.55 2.13
H -3.09 4.20 0.50
H -4.85 2.17 1.04
H -5.03 0.77 -0.03
H -4.66 2.35 -0.70
I -1.26 2.10 -2.75
C -0.43 3.94 -2.11
I 1.61 4.23 -2.63
H -0.49 3.95 -1.02
H -1.00 4.74 -2.56
Se -0.63 -2.15 -2.28
C -1.83 -1.28 -3.37
N -2.53 -0.68 -4.06
C 3.68 -3.83 -0.97
C 2.67 -2.79 -0.80
N 1.88 -1.97 -0.69
H 3.71 -4.13 -2.02
H 3.42 -4.70 -0.36
H 4.65 -3.46 -0.67
C -0.68 -3.39 3.22
As -1.45 -2.25 1.89
C -2.43 -0.88 2.80
C -2.53 -3.36 0.79
O -0.10 -1.62 1.06
H -1.48 -3.90 3.76
H -0.09 -2.79 3.91
H -0.04 -4.12 2.73
H -2.44 -1.10 3.86
H -3.44 -0.84 2.40
H -1.94 0.07 2.60
H -3.36 -3.72 1.40
H -1.93 -4.21 0.45
H -2.91 -2.80 -0.06
```